[1]
101
Properties=species:S:1:pos:R:3:forces:R:3 method="wB97M-V/def2-TZVPD" largest_force_ha_per_bohr=0.012 de_lowest_ev=1.993 mol_weight_g_mol=1201.226 lumo_ha=-0.123 total_charge=+1 total_energy_ha=-4203.3383 gap_ev=6.223
Sn 1.33870 -1.25371 -0.26502 0.122 -0.154 -0.044
S 2.15692 -4.51787 -3.62225 0.049 -0.045 0.041
C 0.54218 -3.96139 -3.95265 -0.023 0.008 0.016
C -0.34601 -4.37952 -4.94024 0.026 -0.006 0.003
C -1.62960 -3.86901 -4.91134 -0.003 0.017 0.031
C -2.02851 -2.96884 -3.91416 0.051 0.051 -0.021
C -1.13845 -2.53088 -2.95407 0.029 0.052 -0.013
C 0.16614 -3.02158 -2.99125 0.093 -0.009 0.179
N 1.17153 -2.74917 -2.06432 -0.203 0.245 -0.311
C 2.22996 -3.48735 -2.23796 0.077 -0.004 0.101
C 3.31955 -3.44416 -1.24852 -0.092 -0.058 -0.078
C 4.42488 -4.28459 -1.34093 0.005 -0.003 -0.062
C 5.39759 -4.24411 -0.35544 -0.010 0.024 0.030
C 5.26530 -3.35115 0.69990 -0.017 0.001 -0.034
C 4.16221 -2.50507 0.77169 0.009 0.018 0.064
C 3.15274 -2.54630 -0.18217 -0.029 0.105 -0.257
H -0.04878 -5.09821 -5.69311 -0.012 0.020 0.027
H -2.34311 -4.18742 -5.66049 0.014 0.009 0.027
H -3.05099 -2.61090 -3.89635 0.036 -0.003 -0.004
H -1.43710 -1.84402 -2.16871 0.006 0.013 -0.055
H 4.53034 -4.96841 -2.17677 -0.001 0.010 0.029
H 6.25717 -4.89894 -0.41442 -0.012 0.025 -0.004
H 6.03192 -3.30157 1.46305 0.008 -0.005 -0.001
H 4.11254 -1.78456 1.58237 -0.004 -0.010 0.003
O 1.45758 2.10214 3.58748 -0.081 -0.041 0.087
C 1.43001 1.88829 2.40254 0.085 -0.052 -0.228
O 0.80171 0.77769 1.91070 0.141 -0.154 0.471
C 1.98933 2.73716 1.33719 0.030 -0.213 -0.234
C 1.92876 4.10512 1.61216 -0.023 0.029 0.007
C 2.38354 5.03684 0.70367 -0.002 0.004 -0.035
C 2.91490 4.59074 -0.49810 -0.026 0.015 -0.034
C 3.01118 3.23636 -0.76691 -0.098 -0.041 -0.019
C 2.56510 2.25836 0.13139 -0.049 0.185 -0.030
S 3.08592 0.60325 -0.30109 -0.139 -0.002 0.291
H 1.50758 4.41786 2.55971 -0.004 -0.011 -0.045
H 2.32414 6.09418 0.92462 -0.015 -0.028 -0.003
H 3.26665 5.30571 -1.23182 0.015 -0.034 0.008
H 3.45913 2.90309 -1.69488 0.028 0.021 0.035
I -2.47578 -0.34625 1.35911 -0.145 0.093 0.114
C -3.95680 -0.65777 -0.11083 0.214 -0.068 0.109
C -4.84761 -1.61631 0.28207 -0.196 -0.101 -0.184
C -6.00949 -1.87588 -0.47374 0.083 0.031 0.029
C -6.27345 -1.09748 -1.55693 0.011 0.014 0.042
C -5.37668 -0.07461 -1.95949 -0.056 -0.032 -0.060
C -5.75795 0.76396 -3.03462 0.025 0.016 -0.037
C -4.95739 1.78841 -3.43862 0.035 -0.035 0.042
C -3.69230 1.93577 -2.84043 -0.090 0.077 0.074
C -3.23870 1.11721 -1.83314 0.091 0.106 0.028
P -1.42495 1.24612 -1.43715 -0.154 0.026 -0.117
C -1.29717 3.03939 -1.05708 -0.072 -0.023 -0.026
C -0.75790 3.99830 -1.90998 -0.030 0.071 -0.014
C -0.73353 5.33932 -1.53809 0.007 -0.056 0.037
C -1.24553 5.73429 -0.31126 -0.005 -0.076 0.015
C -1.78073 4.78123 0.54967 0.033 0.026 -0.044
C -1.80021 3.44506 0.18088 -0.011 0.042 0.078
C -0.69172 1.13014 -3.11225 -0.027 -0.161 -0.022
C 0.67738 1.39321 -3.19876 0.055 -0.058 -0.085
C 1.37367 1.18414 -4.37864 0.015 -0.023 -0.001
C 0.71337 0.68712 -5.49673 -0.001 0.004 0.012
C -0.64143 0.40471 -5.41952 -0.011 -0.019 0.051
C -1.33909 0.62213 -4.23554 0.023 -0.015 -0.097
C -4.13028 0.13171 -1.29007 -0.062 -0.040 0.029
H -4.67988 -2.16462 1.19883 0.001 -0.002 -0.038
H -6.69193 -2.65477 -0.15857 0.018 0.038 -0.015
H -7.18846 -1.22900 -2.12296 0.040 0.012 0.011
H -6.71233 0.57847 -3.51445 0.025 0.026 0.030
H -5.26238 2.45375 -4.23684 0.023 -0.019 0.040
H -3.03083 2.70331 -3.22446 0.021 0.006 0.006
H -0.36561 3.70853 -2.87737 -0.017 0.022 0.032
H -0.31962 6.07622 -2.21689 -0.014 -0.037 0.027
H -1.23142 6.77865 -0.02607 -0.005 -0.012 -0.003
H -2.18972 5.08205 1.50672 0.013 -0.006 -0.018
H -2.23103 2.70913 0.85459 0.043 0.068 -0.046
H 1.20310 1.76793 -2.33059 0.076 0.012 0.086
H 2.43623 1.39445 -4.42087 -0.044 0.011 0.002
H 1.25371 0.51906 -6.41998 -0.007 -0.001 0.025
H -1.16275 0.00327 -6.28066 0.013 0.026 0.028
H -2.39593 0.38921 -4.19722 0.087 -0.043 -0.030
Te 0.71975 -0.84115 3.00760 -0.069 -0.473 0.374
C 2.45031 -1.00224 4.19089 -0.002 -0.040 -0.247
C 2.83798 -2.34121 4.23139 0.095 0.064 -0.014
C 3.87353 -2.72193 5.07403 -0.008 0.019 -0.003
C 4.51153 -1.76652 5.85041 0.001 -0.004 -0.004
C 4.11834 -0.43459 5.78996 0.033 0.014 0.024
C 3.08024 -0.03647 4.96200 0.010 0.025 0.061
C -0.62041 -0.65463 4.61257 0.014 0.340 -0.141
C -0.73984 0.43505 5.46444 0.053 0.037 -0.036
C -1.55039 0.30730 6.58107 -0.004 0.024 -0.002
C -2.20687 -0.89095 6.83873 -0.023 -0.026 0.005
C -2.07686 -1.97039 5.97673 0.023 0.037 -0.020
C -1.28451 -1.85629 4.84114 -0.068 0.137 0.054
H 2.35759 -3.08771 3.60758 0.013 -0.005 -0.017
H 4.18256 -3.75836 5.10898 -0.007 0.021 0.008
H 5.32347 -2.05786 6.50486 -0.027 0.008 -0.024
H 4.62203 0.30670 6.39696 -0.003 -0.021 -0.018
H 2.77864 0.99741 4.92150 -0.026 0.015 0.009
H -0.20909 1.35606 5.25975 -0.008 -0.024 -0.002
H -1.66666 1.14559 7.25572 0.008 -0.023 -0.010
H -2.83010 -0.98030 7.71972 0.015 -0.002 -0.037
H -2.59817 -2.89643 6.17737 0.002 0.002 -0.003
H -1.20263 -2.68871 4.15108 -0.005 -0.008 -0.005

[2]
79
Properties=species:S:1:pos:R:3:forces:R:3 method="wB97M-V/def2-TZVPD" largest_force_ha_per_bohr=0.005 de_lowest_ev=1.132 mol_weight_g_mol=833.550 lumo_ha="-0.019 / -0.019" total_energy_ha=-2751.6829 multiplicity=2 gap_ev="6.082 / 6.094" s2=0.754
Rh -1.22344 -2.20757 0.97747 0.034 0.074 0.045
C 8.46938 7.33838 -1.10803 0.001 0.000 0.000
O 7.06902 7.49008 -1.25504 0.001 0.002 -0.002
C 6.28858 6.41052 -1.01078 -0.001 -0.005 0.002
C 4.91447 6.60318 -1.16833 0.001 0.001 -0.002
C 4.03869 5.56710 -0.94208 0.002 -0.006 0.004
C 4.50690 4.30828 -0.55185 0.003 0.010 -0.004
C 5.87383 4.12749 -0.40085 0.001 0.000 0.001
C 6.77004 5.16483 -0.62550 0.000 0.004 -0.001
C 3.53884 3.23415 -0.31976 -0.024 -0.018 0.005
N 2.24283 3.33771 -0.50196 0.011 0.019 -0.007
C 1.72879 2.11473 -0.16214 -0.005 0.000 0.019
C 2.72759 1.25635 0.23198 0.001 0.002 -0.010
N 3.88810 1.98661 0.12428 0.021 0.011 0.000
C 2.49819 -0.09328 0.63282 -0.023 -0.004 -0.015
C 3.48453 -1.01361 1.00779 0.000 0.000 0.004
C 3.11773 -2.29127 1.35023 0.004 -0.001 -0.007
C 1.76671 -2.63625 1.32622 0.004 0.001 0.014
N 0.81951 -1.77901 0.98797 -0.059 -0.018 -0.041
C 1.15639 -0.51875 0.63118 -0.001 0.001 -0.022
C 0.08678 0.38175 0.22861 0.011 0.001 -0.005
N -1.16662 -0.10979 0.25208 -0.093 0.013 0.016
C -2.16921 0.64437 -0.14618 0.040 -0.003 0.019
C -1.98042 1.96083 -0.58808 0.015 0.016 -0.009
C -0.71551 2.48914 -0.59956 -0.026 0.008 0.003
C 0.35896 1.69006 -0.18281 0.021 -0.048 0.001
H 8.90322 8.30483 -1.34643 0.000 0.000 0.000
H 8.86073 6.58617 -1.79737 0.000 0.000 0.000
H 8.73276 7.06652 -0.08286 -0.001 -0.001 0.000
H 4.56141 7.58012 -1.46965 0.000 0.000 0.000
H 2.97377 5.71031 -1.06251 0.000 -0.001 0.000
H 6.28031 3.16665 -0.10743 0.000 -0.001 -0.001
H 7.82749 4.98738 -0.49918 0.000 0.000 0.000
H 4.81696 1.68038 0.34843 -0.001 0.000 0.001
H 4.52781 -0.72321 1.02362 0.000 0.000 -0.001
H 3.85164 -3.02946 1.63959 0.001 0.000 0.001
H 1.43753 -3.62932 1.59992 -0.007 0.003 0.004
H -3.15392 0.19653 -0.14483 0.005 0.022 0.015
H -2.83535 2.52986 -0.92429 -0.001 -0.006 -0.003
H -0.52209 3.50135 -0.92881 0.001 -0.003 -0.007
F 0.23248 -0.85065 5.97857 0.004 0.000 -0.002
C -0.74693 -1.23552 5.13365 -0.019 -0.006 0.008
C -0.44281 -1.41898 3.80036 0.020 -0.014 -0.007
C -1.43802 -1.81950 2.90925 -0.094 -0.009 0.006
C -2.75117 -2.01091 3.40447 -0.011 -0.005 -0.031
C -2.98784 -1.81826 4.75986 -0.003 -0.011 -0.003
F -4.22513 -2.00714 5.27262 0.000 0.000 0.001
C -2.00969 -1.43279 5.65267 0.008 0.002 -0.002
C -3.77050 -2.33833 2.39599 0.001 -0.022 0.010
C -5.13958 -2.45778 2.60641 -0.001 0.014 0.019
C -5.98662 -2.65496 1.52694 0.011 0.001 -0.014
C -5.46176 -2.71728 0.25006 -0.020 0.004 0.019
C -4.09155 -2.62274 0.10654 0.052 -0.004 -0.007
N -3.26540 -2.46345 1.14209 0.067 -0.003 0.106
H 0.57819 -1.24612 3.48576 -0.004 0.009 -0.004
H -2.23013 -1.29030 6.69983 0.002 -0.001 0.000
H -5.53790 -2.37083 3.60262 -0.003 0.000 0.002
H -7.05408 -2.73044 1.68929 -0.002 0.000 0.003
H -6.07021 -2.80182 -0.63867 0.013 0.003 -0.012
H -3.66187 -2.62616 -0.88485 -0.015 -0.003 -0.005
F -4.93816 -0.26326 -1.83701 0.032 -0.042 -0.048
C -4.28450 -1.23807 -2.64233 -0.046 0.014 0.059
F -2.89528 -0.96288 -2.33279 -0.072 0.140 -0.011
C -4.39336 -0.66237 -4.04007 0.014 0.088 0.064
F -3.97796 0.62083 -4.20292 -0.007 -0.039 -0.019
F -3.63903 -1.40257 -4.89688 0.006 0.015 -0.067
F -5.65963 -0.70568 -4.48787 -0.001 -0.018 -0.012
O -0.81215 -2.83177 -1.07713 0.012 -0.147 -0.194
N -1.58262 -3.66982 -1.74621 0.018 0.062 0.098
C -1.92888 -3.37377 -3.00998 0.062 -0.067 0.126
C -2.75411 -4.22139 -3.71869 -0.007 -0.009 -0.066
C -3.21770 -5.38431 -3.13376 0.010 -0.014 -0.006
C -2.83626 -5.67394 -1.83102 0.007 0.008 0.013
C -2.01749 -4.80056 -1.15566 -0.020 -0.028 -0.010
H -1.56398 -2.42772 -3.36685 0.040 -0.002 -0.051
H -3.04873 -3.92801 -4.71526 0.004 -0.004 0.015
H -3.87653 -6.04893 -3.67450 -0.002 0.006 -0.001
H -3.17699 -6.56579 -1.32530 0.000 -0.001 0.000
H -1.68908 -4.93018 -0.13505 0.005 0.007 0.004